(1)
Molecular formula: C30H47N2OP2Ta
Method: DFT, ωB97M-V with the def2-TZVPD basis set

For the LUMO energy (spin up / spin down), the calculation gives -0.524 / -0.524 hartree. Its highest occupied orbital energy (spin up / spin down) is -20.12 / -20.12 eV.

Structure (ORCA input):
```
! RIJCOSX wB97M-V def2-TZVPD def2/J DEFGRID3
* xyz 4 1
Ta -0.2796 -0.2631 -0.3262
C -0.1042 0.2387 4.6312
C 0.4642 -0.4627 3.3861
C 1.1022 -1.8157 3.7218
P -0.8387 -0.6377 2.1089
C -2.0864 -1.9535 2.3602
C -1.5575 -3.2933 1.8320
C -2.5836 -2.0790 3.8080
C -1.6733 0.9330 1.7821
C -2.9651 1.2432 2.2459
C -3.5339 2.4577 1.9289
C -2.8801 3.3589 1.0720
C -1.6443 3.0572 0.5417
C -1.0216 1.8610 0.9291
N 0.2330 1.4514 0.3855
C 1.4215 2.2243 0.2330
C 1.5474 3.5287 0.6737
C 2.7308 4.2096 0.3906
C 3.7501 3.5949 -0.3214
C 3.6316 2.2645 -0.7211
C 2.4692 1.5620 -0.4279
P 2.2841 -0.2132 -0.6894
C 2.7549 -0.7943 -2.3514
C 4.2585 -0.8073 -2.6499
C 1.9740 0.0184 -3.3859
C 3.0563 -1.1344 0.6896
C 4.4891 -0.6685 0.9865
C 2.9569 -2.6374 0.4118
H 0.7206 0.3930 5.3281
H -0.8481 -0.3732 5.1360
H -0.5299 1.2162 4.4044
H 1.1963 0.2085 2.9210
H 0.4257 -2.4319 4.3127
H 1.9872 -1.6335 4.3321
H 1.4055 -2.3899 2.8456
H -2.9168 -1.6235 1.7219
H -0.7093 -3.6564 2.4116
H -1.2631 -3.2487 0.7774
H -2.3498 -4.0372 1.9136
H -1.8016 -2.4599 4.4636
H -3.3997 -2.8015 3.8207
H -2.9605 -1.1475 4.2277
H -3.4945 0.5534 2.8893
H -4.4982 2.7230 2.3444
H -3.3615 4.2952 0.8181
H -1.1546 3.7309 -0.1496
H 0.7607 4.0206 1.2292
H 2.8485 5.2313 0.7272
H 4.6573 4.1400 -0.5468
H 4.4626 1.7877 -1.2233
H 2.3929 -1.8309 -2.3536
H 4.6541 0.2011 -2.7639
H 4.4057 -1.3209 -3.6005
H 4.8387 -1.3426 -1.9024
H 2.3182 1.0522 -3.4290
H 0.8936 0.0300 -3.1825
H 2.1095 -0.4229 -4.3733
H 2.4368 -0.8795 1.5554
H 5.1635 -0.8790 0.1587
H 4.8539 -1.2223 1.8522
H 4.5396 0.3921 1.2281
H 3.6082 -2.9353 -0.4102
H 1.9374 -2.9679 0.1727
H 3.2789 -3.1911 1.2938
O -1.4932 -0.9743 -1.6341
C -2.4144 -1.3336 -2.5340
C -1.9870 -1.6942 -3.8830
C -1.9103 -0.2319 -4.4977
C -3.0993 0.7200 -4.2495
C -3.2738 1.2971 -2.8226
C -3.9690 0.3487 -1.8300
N -3.6523 -1.0473 -2.2718
H -2.7621 -2.2640 -4.3967
H -1.0361 -2.2161 -3.9349
H -1.7949 -0.3873 -5.5706
H -0.9899 0.2383 -4.1468
H -4.0330 0.2619 -4.5919
H -2.9461 1.5638 -4.9223
H -3.8634 2.2124 -2.8773
H -2.2911 1.6075 -2.4407
H -5.0527 0.4271 -1.8712
H -3.6759 0.4858 -0.7885
H -4.3187 -1.4369 -2.9322
*
```

***

(2)
Molecular formula: C30H47Sn
Method: DFT, ωB97M-V with the def2-TZVPD basis set

For the LUMO energy, the calculation gives 0.084 hartree. Its highest occupied orbital energy is -1.91 eV.

Structure (ORCA input):
```
! RIJCOSX wB97M-V def2-TZVPD def2/J DEFGRID3
* xyz -1 1
C -5.8741 -0.8034 1.7571
C -4.5308 -1.2109 1.1538
C -3.5241 -0.0536 1.1357
C -2.1016 -0.4956 0.7534
Sn -1.5426 -0.0183 -1.2830
C -3.0116 -0.6998 -2.7226
C -3.3105 -2.2004 -2.7533
C -4.4799 -2.5304 -3.6904
C -4.7481 -4.0252 -3.8216
C -1.4966 2.1532 -1.4754
C -0.5875 2.8696 -0.4724
C -1.2739 3.3743 0.7942
C -0.2633 4.0141 1.7502
C 0.5054 -0.9170 -1.4209
C 1.3965 0.0242 -0.7310
C 2.1110 1.0173 -1.3424
C 2.6466 2.2231 -0.6405
C 2.0967 1.1982 -2.8392
H -6.4892 -1.6901 1.9278
H -5.7333 -0.2988 2.7183
H -6.4202 -0.1286 1.0895
H -4.1032 -2.0442 1.7275
H -4.6819 -1.5846 0.1305
H -3.8947 0.7312 0.4532
H -3.4904 0.4146 2.1355
H -1.3487 0.0004 1.3792
H -1.9601 -1.5821 0.8271
H -3.9113 -0.1146 -2.4887
H -2.6271 -0.3491 -3.6898
H -2.4172 -2.7510 -3.0876
H -3.5465 -2.5665 -1.7405
H -5.3800 -2.0265 -3.3206
H -4.2722 -2.1060 -4.6794
H -5.5887 -4.1894 -4.4993
H -3.8774 -4.5481 -4.2285
H -4.9989 -4.4714 -2.8548
H -1.1512 2.3146 -2.5053
H -2.5452 2.4698 -1.4011
H 0.2274 2.1909 -0.1835
H -0.0886 3.7171 -0.9787
H -2.0468 4.1033 0.5121
H -1.7950 2.5474 1.2987
H -0.7866 4.5152 2.5710
H 0.4080 3.2590 2.1809
H 0.3519 4.7619 1.2335
H 0.3859 -1.8915 -0.9286
H 0.6237 -1.0321 -2.5059
H 1.4458 -0.0630 0.3601
H 2.2507 3.1494 -1.0915
H 2.3776 2.2292 0.4172
H 3.7379 2.2873 -0.7392
H 2.9805 1.7859 -3.1337
H 2.1049 0.2513 -3.3880
H 1.2140 1.7815 -3.1672
C 3.9553 0.0391 0.7995
C 3.5830 0.7589 1.9850
C 4.0215 2.1145 2.1459
C 3.4910 2.9265 3.1350
C 2.5053 2.4224 3.9998
C 2.1753 1.0621 3.9576
C 2.7647 0.2226 3.0205
C 4.1807 -1.3759 0.7509
C 5.3402 -1.8338 0.0586
C 5.7756 -3.1448 0.1887
C 5.0489 -4.0541 0.9768
C 3.8616 -3.6412 1.5947
C 3.3728 -2.3549 1.3928
H 4.5213 0.6023 0.0543
H 4.7631 2.5131 1.4437
H 3.8566 3.9513 3.2451
H 2.0315 3.0805 4.7274
H 1.4803 0.6411 4.6866
H 2.6019 -0.8489 3.0787
H 5.9132 -1.1103 -0.5310
H 6.7020 -3.4597 -0.2966
H 5.4018 -5.0779 1.0985
H 3.3188 -4.3227 2.2513
H 2.3681 -2.1021 1.7341
*
```

***

(3)
Molecular formula: C30H48MoP2S
Method: DFT, ωB97M-V with the def2-TZVPD basis set

As for the expectation value of S²: 2.482. For the LUMO energy (spin up / spin down), the calculation gives -0.289 / -0.277 hartree. Its highest occupied orbital energy (spin up / spin down) is -12.29 / -12.72 eV.

Structure (ORCA input):
```
! RIJCOSX wB97M-V def2-TZVPD def2/J DEFGRID3
* xyz 2 3
Mo 2.9268 0.4271 -0.9561
C 1.0226 -0.3584 -0.0260
C 1.3133 -1.0028 -1.2826
C 2.9746 -1.5677 0.2315
C 2.0967 -0.6475 0.8777
C 2.5057 -1.7916 -1.0985
C -0.1207 0.5189 0.3188
H -0.8159 0.6294 -0.5173
H 0.3018 1.4925 0.5638
H -0.6862 0.2448 1.2173
C 2.1827 -0.2817 2.3274
H 1.7539 0.7057 2.5400
H 3.2270 -0.2883 2.6613
H 1.6523 -1.0196 2.9505
C 4.0233 -2.3561 0.9310
H 3.6180 -3.3386 1.2156
H 4.3520 -1.8571 1.8497
H 4.8841 -2.5442 0.2829
C 3.0180 -2.8769 -1.9772
H 2.5219 -3.8216 -1.7153
H 4.0893 -3.0513 -1.8381
H 2.8101 -2.6940 -3.0354
C 0.5107 -0.9152 -2.5270
H -0.4253 -1.4838 -2.4543
H 1.0823 -1.2955 -3.3804
H 0.2266 0.1201 -2.7543
C -1.9765 3.5308 -0.0728
C -2.9597 3.7226 -0.9633
C -2.9076 4.4161 -2.2896
C -1.9712 5.6575 -2.4293
C -0.5278 5.3537 -2.6886
C 0.0733 4.1481 -2.7485
C -0.0911 3.0595 -1.7342
C -0.5219 3.6706 -0.3632
H -3.9401 4.7593 -2.4857
H -2.1018 6.3133 -1.5506
H -2.7138 3.6798 -3.0776
H -0.1629 4.7160 -0.3618
H -2.2068 3.2618 0.9676
H -3.9514 3.3208 -0.7257
H 0.0155 3.2126 0.4802
H -0.7450 2.2249 -2.0283
H 0.8488 3.9730 -3.5093
H 0.9098 2.5834 -1.5847
H -2.2737 6.2991 -3.2776
H 0.1120 6.2321 -2.8242
P 3.0363 2.8777 -2.1343
P 4.9956 0.0224 -1.8931
C 4.5512 2.4518 -3.1943
C 5.5524 1.7819 -2.2775
H 4.9587 3.3583 -3.6593
H 4.1801 1.7990 -4.0061
H 6.5680 1.7641 -2.6909
H 5.5830 2.2754 -1.2949
C 6.5666 -0.6390 -1.2862
H 6.7025 -1.6704 -1.6243
H 6.5881 -0.6062 -0.1932
H 7.4332 -0.0748 -1.6555
C 4.9125 -0.7414 -3.5670
H 5.6700 -0.3167 -4.2407
H 3.9305 -0.6183 -4.0429
H 5.1124 -1.8175 -3.4868
C 3.4639 3.6232 -0.4995
H 2.8503 4.5292 -0.3891
H 4.5123 3.9348 -0.4851
H 3.2428 2.9431 0.3344
C 3.0852 4.6370 -2.8753
H 2.9734 4.6735 -3.9659
H 4.0506 5.1007 -2.6169
H 2.3077 5.2711 -2.4408
S -1.0280 1.9016 3.6598
C -2.6722 1.8252 3.8827
C -3.3585 0.5811 3.8463
C -4.7338 0.5441 4.0122
C -5.4654 1.7227 4.2491
C -4.7903 2.9605 4.2784
C -3.4144 3.0207 4.1149
H -2.7760 -0.3189 3.6892
H -5.2528 -0.4115 3.9504
H -6.5462 1.6811 4.4092
H -5.3521 3.8843 4.4357
H -2.8763 3.9658 4.1608
*
```

***

(4)
Molecular formula: C30H48O6
Method: DFT, ωB97M-V with the def2-TZVPD basis set

For the energy relative to the best compared isomer or geometry (same formula, charge and spin), the calculation gives 0.00 kJ/mol. For the LUMO energy, the calculation gives 0.020 hartree. Its highest occupied orbital energy is -8.72 eV.

Structure (ORCA input):
```
! RIJCOSX wB97M-V def2-TZVPD def2/J DEFGRID3
* xyz 0 1
C 1.5322 0.9895 -6.7241
H 1.5727 2.0602 -6.5355
H 2.2349 0.7563 -7.5217
H 0.5350 0.7361 -7.0713
C 1.8961 0.2142 -5.4587
C 3.3749 0.4380 -5.1362
C 3.8015 -0.3216 -3.8855
H 4.8598 -0.1481 -3.6835
H 3.6522 -1.3935 -4.0344
C 2.9621 0.1376 -2.6869
C 3.2630 1.6065 -2.4450
O 2.4850 2.5200 -2.3829
O 4.5798 1.8084 -2.2583
H 4.7468 2.7482 -2.0855
C 3.3578 -0.6102 -1.3863
C 2.2819 -1.5655 -0.8650
H 2.6169 -1.9735 0.0879
H 2.2262 -2.4086 -1.5559
C 0.8571 -0.9679 -0.7114
C 0.6981 0.1371 -1.7365
C -0.0181 1.2251 -1.5059
C -0.7367 1.5241 -0.2305
C -0.7939 0.3195 0.7130
H -1.4952 -0.3841 0.2558
C 0.5774 -0.4053 0.7307
C 0.5318 -1.5555 1.7440
H -0.0796 -2.3779 1.3784
H 1.5335 -1.9491 1.9197
C -0.0471 -1.1698 3.1041
O 0.1324 -2.3123 3.9169
H 0.0460 -2.0649 4.8437
H 0.5462 -0.3563 3.5335
C -1.5088 -0.7024 2.8870
H -1.9574 -1.4308 2.1985
C -2.4357 -0.7373 4.1333
C -1.8761 -0.0030 5.3535
H -0.8276 -0.2421 5.5081
H -2.4277 -0.3109 6.2386
H -1.9704 1.0725 5.2527
C -3.8213 -0.1669 3.7378
C -3.7607 1.1933 3.0454
C -2.8887 1.1092 1.8012
H -3.3660 0.4106 1.1062
H -2.8695 2.0935 1.3326
C -1.4483 0.6429 2.1007
C -0.7632 1.7907 2.8617
H -0.3242 2.5003 2.1678
H 0.0131 1.4544 3.5385
H -1.4824 2.3435 3.4567
H -3.4013 1.9472 3.7500
O -5.0772 1.6249 2.7487
H -5.4313 1.0767 2.0379
O -4.6697 -0.0786 4.8659
H -5.3287 0.6020 4.6684
H -4.2780 -0.8696 3.0122
C -2.7259 -2.2212 4.5161
H -1.8119 -2.7945 4.6509
H -3.2810 -2.6853 3.6835
O -3.4382 -2.3615 5.7125
H -4.1850 -1.7458 5.6828
C 1.7069 0.5571 1.1168
H 1.4716 1.0923 2.0268
H 1.8773 1.2837 0.3282
H 2.6264 0.0069 1.2962
H -0.2378 2.3783 0.2331
H -1.7488 1.8496 -0.4828
H -0.0884 2.0034 -2.2496
C 1.4755 -0.1187 -3.0040
H 1.4008 -1.1878 -3.2314
C 0.9998 0.6088 -4.2704
H 1.0729 1.6875 -4.1205
C -0.4554 0.2336 -4.5599
H -0.5186 -0.8002 -4.8964
H -1.0615 0.3369 -3.6650
H -0.8768 0.8724 -5.3304
C -0.1176 -2.1014 -1.1001
H 0.1391 -3.0294 -0.5957
H -0.0601 -2.2793 -2.1717
H -1.1510 -1.8568 -0.8753
H 4.2654 -1.1880 -1.5748
H 3.6070 0.1187 -0.6176
H 3.5520 1.5066 -4.9927
H 3.9826 0.1134 -5.9843
H 1.7508 -0.8558 -5.6545
*
```

***

(5)
Molecular formula: C30H49Cl3MnN3O4Si
Method: DFT, ωB97M-V with the def2-TZVPD basis set

For the energy relative to the best compared isomer or geometry (same formula, charge and spin), the calculation gives 0.00 kJ/mol. As for the expectation value of S²: 6.094. For the LUMO energy (spin up / spin down), the calculation gives -0.047 / -0.009 hartree. Its highest occupied orbital energy (spin up / spin down) is -5.06 / -4.56 eV.

Structure (ORCA input):
```
! RIJCOSX wB97M-V def2-TZVPD def2/J DEFGRID3
* xyz 0 5
C 3.3192 1.2714 -7.1167
C 4.3193 0.2105 -7.4642
H 3.7374 2.2717 -7.2680
H 2.9924 1.1884 -6.0739
H 2.4333 1.1904 -7.7639
C 5.3346 0.4159 -8.3196
C 5.6293 1.7117 -8.9955
H 5.9861 -0.4110 -8.6036
H 5.6066 2.5829 -8.3226
H 4.9508 1.9128 -9.8383
H 6.6415 1.6491 -9.4134
Mn 0.7036 -0.1169 -0.6256
Cl 0.2087 -0.1872 -2.7757
C 1.1566 -2.8587 -1.2256
O 1.5774 -1.8916 -0.5037
N 1.7278 -4.0503 -1.1854
C 2.8159 -4.3072 -0.2455
C 1.3854 -5.0758 -2.1791
H 0.2926 -2.7213 -1.8956
H 2.5536 -3.8966 0.7384
H 3.7680 -3.8612 -0.5819
H 2.9364 -5.3931 -0.1839
H 0.3310 -4.9362 -2.4572
H 1.5294 -6.0617 -1.7213
H 2.0090 -4.9844 -3.0872
H -0.3621 -2.2826 3.8951
H -2.7988 -0.8959 3.8593
C 0.0764 -1.2744 3.8434
C -2.1010 -0.0467 3.9042
N -0.8598 -0.3597 3.2010
H 1.0129 -1.2944 3.2790
C -0.6967 -0.0380 1.9299
O 0.2561 -0.5568 1.2569
H -2.5766 0.8206 3.4311
H -1.3835 0.7032 1.4854
H 0.2362 -0.9156 4.8652
H -1.8774 0.1715 4.9535
H 1.4451 4.3793 -0.9537
H 2.7689 2.3679 -2.3593
C 2.2909 4.2838 -0.2512
C 3.5245 2.5993 -1.5887
N 2.9068 2.9648 -0.3230
H 1.9311 4.4482 0.7729
C 2.6101 2.0202 0.5845
O 2.7276 0.7850 0.3905
H 4.1871 1.7433 -1.4267
H 2.2092 2.4100 1.5396
H 3.0433 5.0399 -0.5050
H 4.1159 3.4547 -1.9276
O 4.2984 -0.8153 -5.3335
C 4.1422 -1.1117 -6.7260
C 6.4205 -2.2034 -6.8697
C 5.0615 -2.2255 -7.2075
H 6.7904 -1.4259 -6.1919
C 7.2852 -3.1618 -7.4179
H 3.0972 -1.4221 -6.8841
C 4.5483 -3.2430 -8.0206
H 8.3411 -3.1578 -7.1295
C 6.7938 -4.1055 -8.3236
C 5.4221 -4.1623 -8.6117
H 3.4699 -3.2733 -8.1919
H 7.4740 -4.8183 -8.7972
H 5.0289 -4.9195 -9.2916
Si 4.5073 -1.6250 -3.8849
Cl -0.2350 1.9045 -0.5299
C 6.2493 -1.4146 -3.2382
C 4.0414 -3.4191 -4.1346
C 3.3711 -0.7121 -2.7678
H 6.9845 -1.9289 -3.8720
H 6.3167 -1.8431 -2.2250
H 6.5153 -0.3472 -3.1821
H 3.3346 0.3549 -3.0216
H 3.5987 -0.8175 -1.7022
H 2.3714 -1.1200 -2.9594
H 4.6407 -3.8579 -4.9482
H 2.9817 -3.4884 -4.4245
H 4.2104 -4.0181 -3.2247
Cl -3.2998 -2.7366 1.8146
C -4.0373 -1.3332 1.1573
C -5.0570 -0.7037 1.8526
C -5.5755 0.5250 1.4041
C -5.0471 1.1162 0.2474
C -4.0350 0.5005 -0.4691
C -3.5185 -0.7958 -0.0773
C -2.5720 -1.4642 -0.8287
H -5.4355 -1.1777 2.7516
H -6.3718 1.0084 1.9646
H -5.4383 2.0781 -0.0988
H -3.5819 0.9703 -1.3539
H -2.2741 -1.0295 -1.7725
H -2.1649 -2.4192 -0.5225
*
```

***

Number 1: E_tot -2094.34691 Eh. Number 2: E_tot -1385.53152 Eh. Number 3: E_tot -2320.26061 Eh. Number 4: E_tot -1623.42729 Eh. Number 5: E_tot -4458.90474 Eh.